# 1
This record from OMol25 describes a cluster of 6 separate species, C12H36O6 in total. The level of theory is ωB97M-V/def2-TZVPD.

```
! wB97M-V def2-TZVPD RIJCOSX def2/J DEFGRID3
* xyz 1 2
C -23.3384 29.1924 -19.1044
C -24.1964 30.4146 -19.1150
C -23.3851 31.6708 -19.5397
O -25.3109 30.3607 -20.0173
H -23.8917 28.2755 -18.9016
H -22.5142 29.2774 -18.3961
H -22.8287 29.0541 -20.0579
H -24.7673 30.5812 -18.2015
H -23.8972 32.5878 -19.2483
H -23.1741 31.7189 -20.6080
H -22.4027 31.5202 -19.0921
H -24.9438 30.2759 -20.9003
C -29.5368 30.1566 -17.1196
C -29.1406 30.0919 -18.6079
C -29.8001 29.0234 -19.4386
O -29.3306 31.3422 -19.2317
H -30.6191 30.1938 -16.9963
H -29.0211 31.0129 -16.6851
H -29.1594 29.1735 -16.8382
H -28.0608 29.9591 -18.6759
H -29.4028 28.0180 -19.2993
H -29.7633 29.3306 -20.4837
H -30.8114 29.0511 -19.0328
H -29.1624 31.9783 -18.5326
C -26.4828 32.0082 -22.4876
C -25.3279 31.5084 -23.3692
C -24.2025 32.5475 -23.4378
O -24.7182 30.4531 -22.6479
H -25.9971 32.5240 -21.6592
H -27.0958 31.2355 -22.0235
H -27.0700 32.7815 -22.9828
H -25.6572 31.1983 -24.3609
H -24.3658 33.2639 -24.2429
H -23.2075 32.1591 -23.6553
H -24.1080 33.1000 -22.5030
H -24.0266 29.9643 -23.0998
C -21.8091 27.3167 -24.1291
C -22.8950 28.2250 -24.7335
C -24.4049 27.7231 -24.6894
O -22.7711 29.5030 -24.1339
H -21.6115 26.5042 -24.8283
H -22.0666 26.8739 -23.1670
H -20.8156 27.7566 -24.0421
H -22.6198 28.3730 -25.7777
H -24.7856 26.9925 -25.4031
H -25.1230 28.5255 -24.5203
H -24.3863 27.0629 -23.8223
H -21.9233 29.7882 -24.4826
O -26.9728 28.7938 -22.4475
H -26.3740 29.5355 -22.3604
H -27.2213 28.5792 -21.5484
O -27.6592 27.0317 -24.4898
H -27.4605 27.6925 -23.8265
H -27.8300 27.5348 -25.2861
*
```

Results
**Maximum force**: 2.826 eV/Å
**Energy relative to the best compared isomer or geometry (same formula, charge and spin)**: 83.7 kJ/mol
**Highest occupied orbital energy (alpha / beta)**: -12.841 / -12.468 eV
**E**: -929.84386 a.u.

# 2
This record from OMol25 describes a structure of composition C12H37N2O10S7. The level of theory is ωB97M-V/def2-TZVPD.

```
! wB97M-V def2-TZVPD RIJCOSX def2/J DEFGRID3
* xyz -1 1
C -3.2021 -1.1372 -1.0312
C -1.7169 -0.8390 -1.4486
O -1.0727 0.1142 -0.5846
S -0.7100 -0.5084 0.9014
O -0.4004 -1.9714 0.7762
O -1.8756 -0.3445 1.8083
N 0.7070 0.2398 1.4022
S 0.3999 1.6789 2.2128
N -0.5312 1.4879 3.6316
O 1.7466 2.1787 2.6736
O -0.2127 2.7511 1.3748
H -3.2761 -1.8145 -0.1608
H -3.6841 -1.5703 -1.9388
H -3.6949 -0.1489 -0.8674
H -1.7939 -0.3381 -2.4419
H -1.1304 -1.7607 -1.6282
H -1.2673 2.1868 3.5621
H 0.0568 1.7196 4.4312
C 4.6673 -0.0849 5.2435
S 2.9347 -0.0889 4.7457
O 2.1409 0.4420 5.8969
C 2.7474 -1.8817 4.7438
H 4.9920 0.9492 5.3460
H 4.7819 -0.5979 6.2007
H 5.2692 -0.5769 4.4796
H 2.9843 -2.2825 5.7319
H 3.4084 -2.3145 3.9924
H 1.7134 -2.1164 4.4940
C -1.7044 -2.9902 -6.3940
S -1.5122 -3.5157 -4.6814
O -2.3693 -2.6270 -3.8451
C 0.1881 -2.9459 -4.4979
H -2.7223 -3.2152 -6.7081
H -1.5290 -1.9187 -6.4764
H -1.0039 -3.5340 -7.0268
H 0.2438 -1.8752 -4.6983
H 0.8318 -3.4935 -5.1878
H 0.5064 -3.1400 -3.4741
C -4.2213 3.5923 0.3382
S -4.8776 1.9185 0.4450
O -4.8936 1.3619 -0.9397
C -6.5696 2.4008 0.8442
H -3.1704 3.5277 0.0578
H -4.7671 4.1584 -0.4186
H -4.3070 4.0798 1.3099
H -6.9696 3.0419 0.0567
H -6.5820 2.9255 1.8004
H -7.1743 1.4980 0.9192
C 6.3690 0.8447 8.8151
S 7.2678 1.9907 7.7538
O 7.6358 1.2535 6.5118
C 8.7471 2.0822 8.7814
H 5.4161 0.6154 8.3395
H 6.9435 -0.0742 8.9404
H 6.1866 1.3114 9.7838
H 9.1729 1.0859 8.9084
H 8.4906 2.5094 9.7517
H 9.4711 2.7254 8.2831
C -3.3195 -1.6049 -10.8848
S -1.7343 -1.0532 -10.2279
O -1.3778 -1.9661 -9.1038
C -2.3522 0.4757 -9.5005
H -3.1745 -2.5764 -11.3551
H -4.0451 -1.6977 -10.0759
H -3.6736 -0.8915 -11.6297
H -3.1385 0.2518 -8.7785
H -2.7367 1.1242 -10.2887
H -1.5260 0.9727 -8.9943
*
```

Results
**Maximum force**: 4.850 eV/Å
**Highest occupied orbital energy**: -5.464 eV
**E**: -4128.48395 a.u.

# 3
This record from OMol25 describes a structure of composition C12H38BrN3NbO3. The level of theory is ωB97M-V/def2-TZVPD.

```
! wB97M-V def2-TZVPD RIJCOSX def2/J DEFGRID3
* xyz -1 1
Br -2.1428 1.8116 -0.1609
Nb -0.8320 3.3617 -1.8395
H -2.2322 3.4985 -3.0147
H -0.2404 1.8766 -2.7232
H 0.7168 3.3352 -0.8854
H -1.3887 4.8935 -1.0263
H 0.0493 4.4191 -3.0099
C -5.2091 -1.8512 -3.9616
C -5.1962 -0.6535 -3.0170
C -5.4954 0.6833 -3.7154
O -4.4200 1.2037 -4.4654
C -4.3038 0.7038 -5.7799
N -3.9312 -0.6351 -2.2800
H -4.3167 -1.8898 -4.5853
H -5.2395 -2.7794 -3.3897
H -6.0840 -1.8298 -4.6170
H -5.9983 -0.8099 -2.2882
H -5.6958 1.4311 -2.9446
H -6.3956 0.6127 -4.3426
H -5.2842 0.5154 -6.2302
H -3.7024 -0.2087 -5.8052
H -3.7880 1.4601 -6.3717
H -3.9642 0.0988 -1.5777
H -3.2077 -0.3191 -2.9197
C 3.8350 -1.3551 0.2601
C 3.7016 0.1477 0.4661
C 2.4590 0.7616 -0.1979
O 2.5577 0.9345 -1.5941
C 2.2061 -0.1962 -2.3616
N 4.9418 0.8066 0.0380
H 4.1748 -1.6095 -0.7444
H 4.5647 -1.7649 0.9601
H 2.8829 -1.8584 0.4381
H 3.5918 0.3086 1.5416
H 2.3193 1.7689 0.2011
H 1.5530 0.1945 0.0489
H 1.4104 -0.7750 -1.8847
H 3.0750 -0.8369 -2.5473
H 1.8379 0.1654 -3.3213
H 4.8857 1.7915 0.2778
H 4.9467 0.8033 -0.9776
C 2.1076 0.4773 4.7763
C 1.6269 -0.8694 4.2476
C 1.0142 -1.7775 5.3261
O 1.9606 -2.4004 6.1786
C 2.3788 -1.6153 7.2786
N 2.7245 -1.5189 3.5254
H 3.0380 0.3905 5.3377
H 2.2964 1.1589 3.9473
H 1.3579 0.9370 5.4237
H 0.8331 -0.6658 3.5236
H 0.4941 -2.5973 4.8246
H 0.2675 -1.2383 5.9220
H 1.5649 -0.9951 7.6639
H 3.2302 -0.9841 7.0136
H 2.6986 -2.2972 8.0672
H 2.3755 -2.3616 3.0783
H 3.3899 -1.8578 4.2137
*
```

Results
**Maximum force**: 3.243 eV/Å
**Highest occupied orbital energy**: -5.002 eV
**E**: -3500.76512 a.u.

# 4
This record from OMol25 describes a cluster of 6 separate species, C12H38NO10 in total. The level of theory is ωB97M-V/def2-TZVPD.

```
! wB97M-V def2-TZVPD RIJCOSX def2/J DEFGRID3
* xyz 0 2
O 0.3598 -0.7507 0.0637
H -0.2915 -0.4868 0.7177
H -0.0064 -0.7603 -0.8236
H 1.1047 -0.1483 0.1257
C -2.0197 -2.7656 -1.7123
C -1.0831 -2.1206 -2.7036
C -1.7749 -1.9911 -4.1121
O -3.1478 -1.4557 -3.9933
C -3.7831 -1.2583 -5.2700
N -0.7125 -0.8011 -2.2346
H -2.4179 -3.6830 -2.1458
H -2.8809 -2.1077 -1.5955
H -1.5655 -2.9716 -0.7431
H -0.1957 -2.7536 -2.7056
H -1.8854 -3.0246 -4.4403
H -1.1745 -1.4280 -4.8266
H -4.6428 -0.5922 -5.1964
H -4.1170 -2.2289 -5.6369
H -3.1151 -0.8726 -6.0402
H -1.5286 -0.2204 -2.3646
H -0.0712 -0.3257 -2.8534
C -0.5662 3.9916 -1.8758
C -0.2229 2.4916 -1.8002
O -0.7889 1.7398 -0.7108
O -1.9575 4.2569 -1.9389
H 0.0769 4.3883 -2.6614
H -0.2752 4.5396 -0.9796
H 0.8586 2.4552 -1.6694
H -0.4491 1.9680 -2.7290
H -1.6811 2.0510 -0.5413
H -2.3081 4.1560 -2.8269
C -1.3209 0.3184 3.1983
C -1.2706 -0.5312 4.4571
O -2.5582 -0.7953 4.9337
O -1.5127 -0.4532 2.0346
H -0.3124 0.7227 3.1118
H -2.0940 1.0754 3.3299
H -0.7397 0.0921 5.1767
H -0.7321 -1.4683 4.3153
H -3.0289 -1.2546 4.2342
H -2.3921 -0.8329 1.9700
C 2.5283 -1.9626 2.2902
C 3.7583 -2.2635 3.1934
O 3.3365 -2.2533 4.4585
O 1.9197 -0.8096 2.7540
H 1.7591 -2.7333 2.2396
H 2.7531 -1.7778 1.2398
H 4.5492 -1.5298 3.0381
H 4.2307 -3.2208 2.9731
H 2.9586 -3.1099 4.6705
H 2.0371 -0.7773 3.7063
C 2.7539 1.7821 1.2606
C 3.2736 3.1905 0.8290
O 2.2326 3.9580 0.2788
O 2.4044 0.8835 0.1870
H 1.8246 1.9147 1.8146
H 3.4413 1.3037 1.9583
H 4.0651 3.1450 0.0810
H 3.7094 3.7938 1.6254
H 1.5298 3.9534 0.9328
H 3.1591 0.3481 -0.0688
*
```

Results
**Maximum force**: 3.944 eV/Å
**Energy relative to the best compared isomer or geometry (same formula, charge and spin)**: 0.0 kJ/mol
**Highest occupied orbital energy (alpha / beta)**: -2.064 / -9.980 eV
**E**: -1286.90792 a.u.